# 1
35
Properties=species:S:1:pos:R:3:lowdin_charge:R:1 method="wB97M-V/def2-TZVPD" e_lumo_ev=-1.1732 homo_ev=-9.1785 homo_lumo_gap_ev=8.0 largest_force_ha_per_bohr=0.0531 smiles="CCB(O)C1=C([PH2]=S)C(=O)OC1=O.O=[N+]([O-])c1ccccc1"
C -3.03 1.84 1.28 -0.10
C -2.49 0.44 0.87 -0.13
B -1.22 0.04 1.74 -0.43
O -0.88 -1.29 1.83 0.09
C -0.36 1.14 2.51 -0.01
C 0.48 2.08 2.09 -0.26
P 0.96 2.37 0.37 0.42
S 2.85 1.89 0.14 0.13
C 0.90 2.81 3.37 -0.41
O 1.25 3.94 3.48 0.18
O 0.71 1.90 4.39 0.14
C -0.45 1.21 4.03 -0.36
O -1.27 0.78 4.78 0.20
H -2.41 2.63 0.86 0.07
H -3.00 1.91 2.37 0.07
H -4.08 1.93 1.00 0.07
H -3.29 -0.27 1.12 0.11
H -2.29 0.36 -0.21 0.10
H -1.40 -1.64 2.57 0.14
H 0.20 1.56 -0.50 0.00
H 0.83 3.75 0.10 -0.01
O -1.02 -3.69 -1.42 0.09
N -0.28 -2.77 -1.14 -0.32
O -0.30 -2.16 -0.08 0.05
C 0.72 -2.36 -2.14 -0.14
C 0.75 -3.00 -3.37 -0.01
C 1.67 -2.58 -4.32 -0.07
C 2.55 -1.55 -4.03 -0.07
C 2.51 -0.92 -2.79 -0.06
C 1.59 -1.33 -1.84 -0.01
H 0.07 -3.80 -3.59 0.12
H 1.70 -3.07 -5.28 0.11
H 3.26 -1.22 -4.78 0.11
H 3.20 -0.11 -2.57 0.10
H 1.56 -0.83 -0.88 0.09

---

# 2
88
Properties=species:S:1:pos:R:3:lowdin_spin:R:1 method="wB97M-V/def2-TZVPD" e_lumo_ev="3.9421 / 2.5380" homo_ev="2.5413 / -4.1143" e_above_lowest_kcal_mol=3.25 homo_lumo_gap_ev="1.4 / 6.7" charge=-2 largest_force_ha_per_bohr=0.0423 spin_multiplicity=5
Pd 0.87 -0.51 -0.09 1.25
C 4.79 -0.04 1.25 0.09
C 2.84 -0.13 0.16 0.16
N 3.65 -0.79 1.04 0.02
H 5.42 1.86 0.39 0.03
N 3.54 0.96 -0.23 0.02
H 5.55 -0.27 1.96 0.05
C 0.40 1.06 1.17 0.23
C -0.68 1.92 1.06 0.05
C -0.71 3.09 1.86 0.05
C 0.33 3.39 2.75 0.00
C 1.34 2.45 2.92 0.03
C 1.37 1.33 2.11 0.04
H -1.49 1.65 0.39 0.01
H -1.55 3.77 1.78 0.02
H 2.11 2.57 3.69 0.02
H 2.19 0.64 2.25 0.01
C 0.40 4.65 3.56 0.04
H 1.44 4.75 3.90 0.01
H -0.22 4.58 4.47 0.00
H 0.07 5.50 2.96 0.02
C 3.28 -2.00 1.83 0.01
C 4.49 -2.38 2.67 0.32
C 2.08 -1.73 2.73 0.10
H 4.77 -1.59 3.39 0.08
H 4.24 -3.27 3.27 0.08
H 5.35 -2.65 2.06 0.06
H 2.43 -3.91 1.59 0.02
H 3.71 -3.55 0.37 0.02
H 1.18 -1.52 2.11 0.02
C 2.85 -3.14 0.92 0.06
H 2.24 -0.88 3.40 0.02
H 1.89 -2.65 3.31 0.03
H 2.08 -2.83 0.20 0.01
C 4.71 1.05 0.49 0.05
C 3.28 3.42 -0.22 0.12
H 4.30 3.84 -0.22 0.04
H 2.62 4.21 -0.63 0.05
C 3.19 2.15 -1.11 0.01
H 1.59 2.92 -2.25 0.05
C 4.23 2.16 -2.23 0.15
H 4.19 1.21 -2.79 0.02
H 2.98 3.21 0.82 0.01
H 1.08 2.05 -0.79 0.01
H 5.26 2.29 -1.86 0.03
H 4.02 2.97 -2.94 0.05
C 1.78 2.03 -1.64 0.07
H 1.62 1.10 -2.21 0.01
C -5.30 -1.57 -0.60 0.00
N -4.12 -1.40 0.10 0.00
H -6.09 -0.49 -2.31 0.00
N -4.19 0.13 -1.43 0.00
H -6.00 -2.38 -0.43 0.00
C -3.63 -2.51 0.99 0.00
C -4.82 -3.07 1.78 0.00
C -2.95 -3.56 0.10 0.00
H -5.56 -3.61 1.18 0.00
H -4.47 -3.78 2.54 0.00
H -5.35 -2.28 2.32 0.00
H -2.17 -2.82 2.48 0.01
H -3.08 -1.29 2.67 0.00
H -2.05 -3.11 -0.35 0.00
C -2.61 -1.96 1.95 0.01
H -3.61 -3.93 -0.70 0.00
H -2.65 -4.40 0.73 0.00
H -1.84 -1.40 1.40 0.01
C -5.35 -0.62 -1.54 0.01
C -3.09 0.16 -3.60 0.01
H -3.71 -0.67 -3.97 0.00
H -2.81 0.80 -4.45 0.01
C -3.80 1.02 -2.55 0.00
H -2.44 2.60 -2.94 0.02
C -5.04 1.75 -3.11 0.06
H -5.59 2.27 -2.32 0.01
H -2.17 -0.24 -3.15 0.00
H -2.00 1.55 -1.54 0.00
H -5.75 1.10 -3.64 0.01
H -4.74 2.53 -3.83 0.01
C -2.82 2.06 -2.06 0.05
H -3.30 2.76 -1.37 0.01
C -3.39 -0.39 -0.45 0.01
C 1.97 -2.61 -3.28 0.01
C 0.54 -2.54 -2.77 0.00
O -0.34 -3.05 -3.48 0.01
O 0.24 -2.03 -1.60 0.07
H 2.71 -2.02 -2.72 0.00
H 2.29 -3.66 -3.34 0.00
H 1.98 -2.29 -4.32 0.01

---

# 3
91
Properties=species:S:1:pos:R:3:lowdin_charge:R:1 method="wB97M-V/def2-TZVPD" e_lumo_ev=1.0931 homo_ev=-3.5865 homo_lumo_gap_ev=4.7 charge=-1 largest_force_ha_per_bohr=0.0338
C -3.56 3.00 6.53 -0.12
O -4.14 2.47 5.35 -0.10
B -3.23 2.42 4.26 -0.84
O -3.02 3.55 3.41 -0.03
C -2.46 1.14 3.97 -0.54
Cl -1.80 1.12 2.27 0.38
H -2.64 2.49 6.81 0.09
H -3.36 4.08 6.46 0.09
H -4.28 2.85 7.34 0.07
H -3.82 3.74 2.90 0.02
H -3.20 0.33 4.00 -0.05
C 1.62 0.17 3.05 -2.01
Cl 0.76 -1.29 3.56 0.50
Cl 3.34 0.03 3.48 0.49
Cl 1.48 0.35 1.30 0.46
Cl 0.92 1.58 3.84 0.54
C 3.86 -2.51 -1.59 -2.02
Cl 3.33 -3.76 -2.74 0.48
Cl 5.54 -2.09 -1.94 0.50
Cl 2.85 -1.07 -1.77 0.48
Cl 3.73 -3.13 0.06 0.55
C -2.10 -2.86 6.38 -2.01
Cl -1.80 -4.23 5.30 0.50
Cl -3.61 -3.13 7.27 0.48
Cl -0.76 -2.71 7.52 0.46
Cl -2.20 -1.36 5.44 0.58
C -0.11 1.77 -1.38 -1.98
Cl -0.67 0.35 -0.52 0.49
Cl 1.58 1.51 -1.87 0.43
Cl -1.09 2.04 -2.83 0.51
Cl -0.25 3.18 -0.31 0.51
C 3.96 5.25 -0.94 -2.03
Cl 5.24 4.56 0.07 0.53
Cl 4.31 4.87 -2.65 0.48
Cl 2.40 4.55 -0.51 0.49
Cl 3.92 7.00 -0.69 0.51
C 6.20 0.12 -5.44 -2.05
Cl 5.19 -1.28 -5.13 0.48
Cl 7.84 -0.19 -4.83 0.52
Cl 6.27 0.43 -7.18 0.52
Cl 5.53 1.53 -4.61 0.52
C -7.98 3.81 5.08 -2.04
Cl -8.46 5.32 5.86 0.51
Cl -9.34 3.17 4.14 0.51
Cl -6.61 4.11 4.01 0.56
Cl -7.51 2.63 6.31 0.55
C 2.72 -0.75 7.92 -2.03
Cl 2.35 -2.20 8.87 0.50
Cl 4.36 -0.88 7.28 0.51
Cl 1.58 -0.60 6.59 0.49
Cl 2.61 0.67 8.97 0.52
C -3.06 7.25 2.19 -2.03
Cl -4.44 6.36 2.86 0.54
Cl -1.61 6.27 2.32 0.56
Cl -3.38 7.63 0.49 0.50
Cl -2.85 8.76 3.09 0.51
C 0.67 7.94 -3.92 -2.05
Cl 1.97 6.81 -3.55 0.49
Cl 1.15 9.58 -3.45 0.52
Cl 0.33 7.91 -5.66 0.51
Cl -0.79 7.48 -3.03 0.53
C 0.13 1.64 -6.71 -2.03
Cl 1.04 1.52 -5.20 0.50
Cl 0.51 3.17 -7.51 0.53
Cl 0.57 0.29 -7.77 0.48
Cl -1.60 1.56 -6.37 0.53
C -0.52 -4.21 -7.48 -2.02
Cl -0.17 -2.48 -7.35 0.48
Cl -2.14 -4.53 -6.85 0.54
Cl -0.44 -4.69 -9.18 0.51
Cl 0.67 -5.12 -6.54 0.46
C -3.95 -1.44 11.50 -2.05
Cl -2.94 -1.82 10.11 0.50
Cl -4.03 0.31 11.73 0.52
Cl -5.58 -2.07 11.23 0.51
Cl -3.27 -2.19 12.96 0.51
C 0.73 -9.02 -8.42 -2.02
Cl -0.66 -8.08 -7.88 0.51
Cl 1.91 -9.15 -7.10 0.51
Cl 0.20 -10.63 -8.89 0.53
Cl 1.49 -8.22 -9.80 0.49
C 0.63 -7.75 -2.86 -2.04
Cl 1.75 -9.09 -2.55 0.52
Cl 1.40 -6.23 -2.40 0.50
Cl 0.22 -7.72 -4.58 0.46
Cl -0.84 -7.98 -1.90 0.53
C 4.28 -4.84 -8.03 -2.03
Cl 4.99 -5.59 -6.60 0.53
Cl 3.08 -5.93 -8.73 0.45
Cl 3.52 -3.31 -7.58 0.50
Cl 5.55 -4.52 -9.22 0.53

---

# 4
50
Properties=species:S:1:pos:R:3:lowdin_spin:R:1 method="wB97M-V/def2-TZVPD" e_lumo_ev="-8.4172 / -11.1648" homo_ev="-11.6707 / -14.3329" e_above_lowest_kcal_mol=55.27 homo_lumo_gap_ev="3.3 / 3.2" charge=+2 largest_force_ha_per_bohr=0.1746 spin_multiplicity=5
P -1.47 -2.59 -4.14 0.24
P -0.20 0.75 -5.55 0.21
C -1.74 -1.29 -5.41 0.08
C -0.40 -0.98 -6.09 0.09
H -2.12 -0.41 -4.83 0.03
H -2.49 -1.58 -6.15 0.00
H 0.44 -1.57 -5.70 0.00
H -0.40 -1.03 -7.20 0.01
C -1.33 1.53 -6.80 0.01
H -1.08 2.61 -6.89 0.00
H -2.39 1.42 -6.52 0.00
H -1.13 1.04 -7.78 0.00
C 1.26 1.14 -6.70 0.02
H 1.00 0.83 -7.72 0.00
H 2.18 0.61 -6.45 0.00
H 1.49 2.22 -6.71 0.00
C -2.64 -3.99 -4.45 0.03
H -2.99 -4.24 -3.44 0.00
H -2.07 -4.82 -4.88 0.00
H -3.48 -3.71 -5.08 0.00
C 0.05 -3.54 -4.47 0.05
H 0.95 -2.92 -4.58 0.00
H -0.12 -4.13 -5.38 0.01
H 0.22 -4.20 -3.62 0.00
Pt -1.82 -2.01 -2.32 0.71
C 0.50 3.45 -4.35 0.41
C -0.42 2.42 -4.18 0.11
C -0.31 1.54 -2.89 0.06
C 1.02 0.76 -2.81 0.07
C 2.02 1.04 -3.92 0.38
C 3.02 1.92 -3.78 0.34
C 2.88 3.31 -3.26 0.10
C 1.41 3.85 -3.28 0.06
C -0.54 -2.88 -0.88 0.37
H 0.34 4.11 -5.21 0.01
H -1.48 2.68 -4.42 0.01
H -1.14 0.80 -2.86 0.02
H -0.41 2.17 -1.99 0.00
H 1.44 0.94 -1.80 0.01
H 0.74 -0.30 -2.82 0.02
H 2.16 0.20 -4.63 0.02
H 4.04 1.54 -3.98 0.02
H 3.52 3.96 -3.88 0.01
H 3.22 3.35 -2.21 0.03
H 0.96 3.66 -2.29 0.01
H 1.50 4.94 -3.40 0.00
H 0.24 -2.14 -0.66 0.03
H -0.14 -3.79 -1.36 0.02
H -1.07 -3.14 0.05 0.02
Cl -3.24 -1.95 -0.49 0.34

---

# 5
9
Properties=species:S:1:pos:R:3:lowdin_charge:R:1 method="wB97M-V/def2-TZVPD" e_lumo_ev="-0.9794 / -0.0734" homo_ev="-6.9954 / -8.9642" e_above_lowest_kcal_mol=91.77 homo_lumo_gap_ev="6.0 / 8.9" largest_force_ha_per_bohr=0.0629
C -0.25 -0.14 -0.52 -0.59
C -1.54 -0.12 0.20 -0.23
O 3.78 0.31 -0.38 -0.61
P 2.62 0.72 0.39 0.56
Cl 1.04 -1.01 0.25 0.55
H 0.23 0.84 -0.98 0.05
H -2.23 0.58 -0.32 0.07
H -1.44 -0.03 1.33 0.08
H -2.21 -1.15 0.04 0.13

---

# 6
15
Properties=species:S:1:pos:R:3:lowdin_charge:R:1 method="wB97M-V/def2-TZVPD" e_lumo_ev=0.4121 homo_ev=-9.3809 e_above_lowest_kcal_mol=62.12 homo_lumo_gap_ev=9.8 largest_force_ha_per_bohr=0.0622
C -1.36 -0.72 -0.89 -0.03
C -1.83 0.43 -0.02 -0.42
O -2.96 0.92 -0.01 0.08
C -0.76 0.95 0.92 -0.07
O 0.62 0.98 0.34 -0.03
N 1.53 -0.19 0.36 -0.23
O 1.17 -1.20 0.92 -0.02
C 2.79 -0.14 -0.05 -0.07
F 3.28 0.88 -0.77 0.05
H -0.81 -0.47 -1.85 0.10
H -0.60 -1.46 -0.51 0.08
H -2.31 -1.20 -1.31 0.10
H -0.88 0.39 1.76 0.09
H -1.13 2.02 1.27 0.18
H 3.24 -1.19 -0.16 0.18